Entry 1:
5
Properties=species:S:1:pos:R:3:forces:R:3:lowdin_charge:R:1 method="wB97M-V/def2-TZVPD" charge=0 spin_multiplicity=1 e_above_lowest_kj_mol=345.0 fmax_ev_per_a=2.2 homo_ev="-9.38 / -9.04" total_energy_ev=-15068.9176
N -0.375714 -0.611187 -0.963637 1.665 -1.304 -0.393 -0.546
F 0.108018 0.495938 -1.607693 -0.407 0.775 -0.251 -0.219
S -1.540985 -0.235762 0.138261 -0.612 1.300 0.369 0.725
H 1.418768 -0.992040 -0.408280 -0.781 0.019 0.054 0.141
H -1.591303 1.131564 -0.053735 0.135 -0.790 0.221 -0.101

---

Entry 2:
74
Properties=species:S:1:pos:R:3:forces:R:3:lowdin_charge:R:1 method="wB97M-V/def2-TZVPD" charge=+2 spin_multiplicity=1 e_above_lowest_kj_mol=194.0 fmax_ev_per_a=4.6 homo_ev="-12.19 / -12.19" total_energy_ev=-61461.7639
Pb -0.082536 -2.917691 -3.728618 -1.144 0.808 0.357 1.367
C -0.588295 3.223288 -0.178475 -0.424 -0.345 -0.553 -0.086
C -1.276450 2.714446 -1.219843 -0.073 -1.181 1.042 -0.070
C -0.937739 2.429473 -2.684507 -1.155 -0.001 0.275 -0.189
C 0.170330 1.394759 -2.888065 0.707 1.707 0.068 -0.155
C 1.528016 2.015641 -2.874970 -1.402 -4.212 -1.247 0.078
C 1.909907 3.140212 -2.265391 0.962 4.180 1.537 0.085
C 1.093405 4.280480 -1.711058 0.906 0.429 -1.002 -0.133
C 0.677579 4.007641 -0.252978 0.198 -0.239 0.591 -0.155
C 1.735852 -3.027844 -2.294431 1.436 0.657 0.069 -0.208
H -0.958518 3.053767 0.844766 -0.048 0.188 -0.595 0.125
H -2.166088 2.116701 -0.939896 0.401 0.676 0.031 0.116
H -0.850112 3.322854 -3.339856 0.065 -0.752 0.316 0.125
H -1.793743 1.848907 -3.058724 -0.125 0.648 -0.001 0.102
H 0.063667 0.539179 -2.178076 0.280 0.632 -0.407 0.122
H -0.009820 0.993750 -3.888024 0.491 -0.433 -0.171 0.109
H 2.278469 1.388116 -3.374774 0.052 0.584 -0.001 0.137
H 2.988307 3.353883 -2.192723 -0.360 -0.504 0.162 0.158
H 0.201712 4.533663 -2.305215 0.511 -0.144 0.365 0.123
H 1.756775 5.165660 -1.674467 -0.293 -0.464 -0.201 0.141
H 1.481127 3.513152 0.322516 -0.235 0.058 -0.216 0.134
H 0.588164 4.990274 0.232710 -0.189 -0.196 -0.177 0.139
H 1.990717 -3.510379 -1.315865 -0.916 0.072 -1.024 0.058
H 2.128476 -1.992158 -2.274714 -0.311 -0.472 -0.077 0.004
H 2.160280 -3.534511 -3.186040 0.526 -0.128 0.786 -0.035
P 1.308918 -1.436438 -7.089664 2.976 -0.174 -3.193 1.047
P -2.115930 -1.005759 -7.059345 -2.367 1.546 -2.964 1.048
N 2.572805 -0.231518 -7.211235 0.098 0.544 0.844 -0.296
N 2.251944 -2.633750 -8.111638 -0.711 -0.063 1.058 -0.245
N -2.244181 0.741030 -7.307103 0.581 0.554 0.645 -0.269
N -3.737431 -1.366582 -7.784612 0.605 -1.166 0.577 -0.267
C 0.322576 -0.719348 -8.478002 -1.316 -0.060 -0.175 -0.403
C -1.110194 -1.276736 -8.610156 0.042 -0.597 0.555 -0.385
C 3.554229 -0.058717 -6.224060 0.110 0.857 -0.985 -0.171
C 4.519215 0.812783 -6.716106 -0.848 -0.716 0.063 -0.082
C 4.147978 1.162976 -8.057026 -1.007 -0.788 0.305 -0.057
C 2.953285 0.512785 -8.335153 0.737 0.279 0.749 -0.131
C 2.540550 -3.918928 -7.648109 -0.332 -0.296 -1.035 -0.175
C 2.895174 -4.717320 -8.726623 -0.180 0.667 0.571 -0.081
C 2.917687 -3.879275 -9.890437 -0.509 0.937 1.056 -0.057
C 2.539240 -2.604202 -9.477042 -0.147 -1.065 -0.072 -0.137
C -1.931934 1.646802 -6.277104 0.193 0.382 -1.001 -0.164
C -1.669473 2.890905 -6.830308 -0.037 -0.960 -0.002 -0.082
C -1.832733 2.769814 -8.252928 -0.164 -1.042 0.339 -0.057
C -2.187609 1.456275 -8.515533 0.308 0.592 0.693 -0.157
C -4.561891 -0.711879 -8.709540 -0.527 -0.542 0.157 -0.127
C -5.671963 -1.512926 -8.970010 1.280 0.166 0.644 -0.069
C -5.506458 -2.728811 -8.226925 0.928 0.493 0.263 -0.085
C -4.307952 -2.627502 -7.536105 -0.752 0.720 -0.510 -0.175
H 0.801819 -0.904696 -9.448354 0.098 0.072 0.569 0.067
H 0.262321 0.367404 -8.334653 0.049 -0.152 0.121 0.075
H -1.636574 -0.833216 -9.478922 0.336 -0.394 0.595 0.084
H -1.098855 -2.370237 -8.743498 0.067 0.208 -0.180 0.086
H 3.461777 -0.574866 -5.277286 0.131 0.028 -0.108 0.078
H 5.391654 1.139574 -6.175779 0.054 -0.005 -0.048 0.094
H 4.684862 1.792970 -8.753074 -0.067 -0.041 0.182 0.106
H 2.338880 0.544227 -9.223529 0.250 0.020 0.185 0.101
H 2.480888 -4.130742 -6.587332 -0.101 -0.124 -0.194 0.077
H 3.070910 -5.784312 -8.684388 0.226 0.222 0.002 0.100
H 3.155109 -4.162954 -10.906219 0.075 0.045 0.178 0.105
H 2.455188 -1.700784 -10.061512 0.058 -0.159 0.078 0.096
H -1.964136 1.327045 -5.243393 -0.002 -0.004 -0.184 0.067
H -1.347239 3.766139 -6.282317 -0.231 -0.036 -0.100 0.090
H -1.691932 3.533959 -9.008172 -0.136 -0.088 0.226 0.108
H -2.436384 0.994849 -9.463986 0.194 0.170 0.296 0.104
H -4.315304 0.267431 -9.096515 -0.197 -0.218 0.236 0.086
H -6.507852 -1.255992 -9.606544 0.190 0.009 0.061 0.102
H -6.192655 -3.562167 -8.195763 0.128 0.044 -0.027 0.098
H -3.795002 -3.325043 -6.892163 -0.144 -0.026 0.069 0.082
C -1.393568 -1.772064 -1.098301 -0.121 -0.034 -0.760 -0.160
O -0.752971 -1.238961 -2.265904 0.506 -1.209 0.129 -0.457
H -2.453343 -1.451549 -1.226185 0.441 -0.384 0.450 0.117
H -0.990807 -1.369956 -0.133159 -0.187 -0.249 -0.944 0.115
H -1.292626 -2.876499 -1.155784 -0.435 0.467 0.662 0.062

---

Entry 3:
84
Properties=species:S:1:pos:R:3:forces:R:3:lowdin_charge:R:1 method="wB97M-V/def2-TZVPD" charge=-1 spin_multiplicity=1 e_above_lowest_kj_mol=64.6 fmax_ev_per_a=2.0 homo_ev=-4.73 total_energy_ev=-68892.4517
Sr 0.329359 -0.369382 0.565518 -0.650 -1.120 -1.550 1.511
N 2.112798 0.349238 -1.109796 0.709 0.454 -0.022 -0.070
C 3.030639 1.184993 -0.278670 -0.439 0.006 -0.092 -0.171
C 2.245306 2.245783 0.537632 0.141 -0.069 0.342 -0.572
O 2.675342 3.410962 0.559732 0.057 -0.382 0.229 -0.028
N 1.194598 1.719515 1.168121 -0.084 1.333 0.150 -0.137
C 0.223439 2.633324 1.786288 0.255 -0.359 -0.189 -0.144
C -1.201748 2.309677 1.300221 -0.041 -0.869 -0.204 -0.636
O -2.038144 3.215309 1.172172 0.039 0.060 0.026 -0.030
O -1.430823 1.067962 0.991852 -0.605 1.620 0.547 -0.286
H 2.635700 -0.386218 -1.572032 0.020 -0.003 -0.003 0.073
H 1.693951 0.921827 -1.840898 0.039 -0.079 0.019 0.040
H 3.783899 1.706845 -0.866503 0.036 0.083 -0.084 0.100
H 3.533119 0.520590 0.426582 0.026 -0.038 0.002 0.098
H 0.436446 3.680731 1.576476 0.048 0.038 0.011 0.096
H 0.194450 2.514647 2.879309 0.106 0.027 -0.008 0.117
C -1.938547 1.115180 -2.510210 0.155 0.151 0.102 -0.132
N -1.704983 -0.020936 -1.630525 -0.174 -0.261 0.140 -0.062
C -2.260594 -1.291915 -2.061027 0.326 -0.055 -0.005 -0.144
C -1.165094 -2.329487 -2.146629 0.008 0.236 -0.018 -0.298
N -0.094269 -2.323581 -1.405807 0.140 -0.320 -0.162 0.124
C 0.656595 -3.420720 -1.832614 0.071 0.237 0.362 -0.218
C 1.898897 -3.867032 -1.382867 0.030 -0.047 0.019 -0.001
C 2.435095 -4.985998 -1.996230 -0.073 0.004 -0.037 -0.092
C 1.756270 -5.650936 -3.032367 -0.016 0.079 0.058 -0.106
C 0.520232 -5.216703 -3.481831 0.021 0.005 0.074 -0.033
C -0.010777 -4.093601 -2.854520 -0.223 0.032 -0.212 -0.195
N -1.181894 -3.369182 -3.037554 0.009 -0.123 0.024 0.161
C -0.863933 2.142608 -2.324275 -0.207 0.255 -0.310 -0.320
N 0.253368 2.143386 -3.008931 -0.042 0.161 0.243 0.149
C 0.958327 3.235108 -2.503764 0.172 -0.016 -0.240 -0.255
C 2.229373 3.708233 -2.834876 0.070 0.055 0.023 -0.038
C 2.707377 4.810891 -2.154843 -0.188 0.062 0.063 -0.104
C 1.940320 5.442681 -1.157291 -0.083 0.039 -0.258 -0.107
C 0.678023 4.993784 -0.825749 0.033 0.097 -0.271 -0.028
C 0.208141 3.883445 -1.523483 -0.142 0.215 0.104 -0.193
N -0.987912 3.193308 -1.463592 -0.007 -0.316 0.254 0.189
H -1.871250 0.801761 -3.550337 0.008 -0.143 -0.023 0.116
H -2.926632 1.565676 -2.353153 0.000 0.067 -0.022 0.125
H -1.984253 0.220961 -0.680214 -0.151 0.010 -0.075 0.058
H -3.010947 -1.655738 -1.358026 -0.051 -0.027 0.032 0.108
H -2.736060 -1.203661 -3.041485 -0.017 0.019 -0.055 0.116
H 2.405873 -3.346679 -0.575611 -0.045 -0.019 -0.066 0.100
H 3.399527 -5.359065 -1.673316 -0.031 0.005 -0.018 0.098
H 2.211025 -6.520560 -3.490387 -0.011 0.015 0.009 0.094
H -0.001458 -5.730813 -4.279756 0.010 0.018 0.012 0.102
H -1.907209 -3.551545 -3.707505 0.026 0.014 -0.012 0.155
H 2.822620 3.206044 -3.589467 -0.007 0.003 -0.009 0.104
H 3.702401 5.182725 -2.368533 -0.029 -0.008 0.010 0.093
H 2.360388 6.286168 -0.622705 0.005 -0.074 0.002 0.100
H 0.091888 5.458549 -0.044194 -0.001 -0.013 -0.006 0.114
H -1.633449 3.234197 -0.663766 0.066 0.124 -0.272 0.121
O 0.404603 -1.669743 2.539688 0.615 -0.699 0.710 -0.153
C 1.573150 -2.074222 2.297798 0.010 -0.110 -0.063 -0.634
O 2.267321 -1.795046 1.285912 -0.060 -0.323 0.574 -0.117
C 2.187990 -3.020503 3.309282 -0.058 -0.013 0.018 -0.075
C 1.409611 -3.529702 4.338950 -0.101 0.152 -0.102 0.083
C 1.989789 -4.404839 5.229659 -0.353 -0.314 0.591 -0.105
C 3.306766 -4.799539 5.155040 0.056 -0.033 0.086 0.070
C 4.038463 -4.273210 4.115112 0.673 -0.250 0.001 -0.106
C 3.515191 -3.399593 3.188207 0.011 0.104 -0.165 0.082
N 5.470140 -4.696315 3.992171 -0.612 0.121 0.025 -0.350
O 6.081998 -4.310755 3.022100 0.106 0.007 -0.006 0.088
O 5.915129 -5.408600 4.868686 0.096 -0.004 -0.015 0.072
N 1.162273 -4.976518 6.339985 0.364 0.157 -0.545 -0.345
O 1.737384 -5.641763 7.175211 -0.080 -0.006 0.086 0.078
O -0.028432 -4.752823 6.320542 -0.078 0.020 0.087 0.074
H 0.374823 -3.226181 4.422040 0.023 -0.016 -0.006 0.130
H 3.740009 -5.482071 5.868156 -0.005 0.009 -0.005 0.129
H 4.112713 -3.009767 2.375885 -0.024 -0.007 0.022 0.135
C -3.251529 -4.028198 4.731005 -0.001 0.051 -0.090 -0.038
C -2.926367 -3.322781 3.439666 -0.033 -0.108 0.123 -0.268
C -3.206338 -1.978905 3.251774 -0.039 0.091 0.035 -0.017
C -2.888728 -1.365458 2.048405 0.026 -0.132 -0.088 -0.122
N -2.320325 -2.014512 1.028829 0.108 -0.037 0.203 0.053
C -2.033773 -3.306733 1.218200 -0.063 0.133 -0.035 -0.142
C -2.316196 -3.993521 2.384107 0.000 -0.046 -0.003 -0.033
H -3.938315 -3.439354 5.339427 0.020 -0.004 -0.026 0.076
H -2.347671 -4.201774 5.315698 0.049 0.006 0.003 0.062
H -3.707147 -5.001529 4.540108 0.009 0.024 -0.011 0.080
H -3.664135 -1.396001 4.042497 0.001 -0.014 -0.022 0.112
H -3.071656 -0.308730 1.892551 0.025 0.001 -0.006 0.101
H -1.546490 -3.814596 0.391215 0.014 0.021 -0.004 0.102
H -2.058160 -5.043373 2.470727 -0.006 0.030 -0.010 0.112

---

Entry 4:
17
Properties=species:S:1:pos:R:3:forces:R:3:lowdin_charge:R:1 method="wB97M-V/def2-TZVPD" charge=0 spin_multiplicity=1 e_above_lowest_kj_mol=428.0 fmax_ev_per_a=7.3 homo_ev=-8.24 total_energy_ev=-8890.7201
C 0.224735 0.497786 2.195045 -2.220 4.599 -3.913 -0.129
C -0.086477 1.016199 0.974876 0.109 1.988 0.840 -0.028
C 0.082036 -0.079664 -0.080147 0.437 2.194 -1.900 -0.334
C 0.573304 -1.199003 0.730766 -0.275 -1.278 -0.435 -0.041
C 0.520394 -0.791227 2.010582 3.480 -6.005 2.374 -0.151
C 0.820044 0.312836 -1.569602 0.912 -1.276 -0.039 -0.120
N -0.493297 0.558564 -2.078179 -2.626 0.389 1.903 -0.077
C -1.238251 -0.103912 -0.956256 -0.756 -0.441 0.825 -0.132
H 0.068109 1.170479 2.948861 0.066 0.653 2.680 0.080
H -0.461434 2.117483 1.011259 0.614 -2.167 -1.222 0.147
H 0.839753 -2.187502 0.281920 -0.203 1.060 0.779 0.126
H 0.943117 -1.305568 2.918076 -0.682 -0.364 -1.244 0.127
H 1.487979 1.169307 -1.931845 -0.467 -0.952 1.725 0.114
H 1.311455 -0.637811 -2.015307 -0.719 1.130 0.945 0.116
H -0.751057 0.096191 -2.889547 -0.106 -0.654 -2.176 0.064
H -1.812070 -1.085059 -1.189121 1.667 1.095 0.165 0.130
H -2.028339 0.450902 -0.361381 0.771 0.030 -1.307 0.107

---

Entry 5:
11
Properties=species:S:1:pos:R:3:forces:R:3:lowdin_charge:R:1 method="wB97M-V/def2-TZVPD" charge=0 spin_multiplicity=1 e_above_lowest_kj_mol=403.1 fmax_ev_per_a=2.1 homo_ev=-8.75 total_energy_ev=-7658.2780
C -1.610403 -0.376209 -0.070864 0.083 0.162 0.014 -0.123
N -0.198472 0.073808 -0.030142 0.822 0.181 0.079 -0.060
C 1.327062 1.638725 0.076607 -0.644 -1.760 -0.029 0.086
N 2.292493 0.926148 0.120916 -1.793 -1.112 -0.054 0.024
N 2.065987 -0.615769 0.099865 0.424 1.978 -0.049 0.026
C 0.760528 -0.808354 0.015172 0.449 -0.057 -0.014 -0.385
H -1.829969 -1.050219 -0.915947 0.311 0.240 0.170 0.074
H -2.279795 0.483328 -0.178164 0.290 -0.050 0.014 0.065
H -1.919687 -0.900681 0.848063 0.290 0.198 -0.171 0.073
H 0.729721 2.532699 0.061045 0.364 -0.070 0.001 0.087
H 0.662538 -1.903479 -0.026550 -0.596 0.288 0.039 0.134